C32H53N8O4SbSi3Y | wB97M-V/def2-TZVPD

## Properties
E_LUMO: 2.1 eV
HOMO: -2.2 eV
electronic energy: -85371.851 eV
net charge: -1
frontier orbital gap: 4.27 eV

The geometry in XYZ format:
```
102
Properties=species:S:1:pos:R:3:mulliken_charge:R:1
H -0.7779 -3.6045 0.8620 0.32
H 4.5840 0.0963 1.2294 0.34
H 1.4127 1.8124 5.2386 0.45
H 0.0908 4.4724 0.7167 0.70
C -1.0007 1.7045 3.2979 -0.51
C -3.4053 -2.9348 0.2548 -0.71
H 1.9927 5.1311 -0.3582 0.38
O 0.1117 -3.2915 -0.9506 2.20
C 0.2859 2.4056 0.1443 -2.27
C -5.0816 -3.1594 -1.2615 -0.60
C 4.1755 0.5324 -3.7765 -0.57
C -1.5390 -4.4166 -2.3736 -1.37
H -6.3975 2.0109 -2.4699 0.24
C 0.2505 -3.9080 1.1981 -1.19
H -2.1263 3.2843 -2.7468 0.54
O -3.9634 -1.6272 -2.7962 -0.80
H 3.7545 3.5358 3.1283 0.33
H -6.0286 -2.6175 -1.1829 0.45
Y -0.7897 -0.8716 -0.7453 0.59
N -4.5837 -3.5614 0.0368 0.17
C -1.0780 4.0342 -1.0105 -1.56
C -3.9737 -2.2003 -1.7180 -0.25
H -1.2789 0.9864 -2.4286 0.46
H 4.5547 3.2313 -0.9409 0.55
H 2.0835 -4.5143 -2.7179 0.40
H -3.0841 -3.4441 2.1869 0.28
H 2.8584 1.9183 4.2323 0.36
H 0.3889 -3.4599 2.2003 0.06
C -0.2978 -4.4246 -1.5225 0.57
H 1.6193 4.7053 3.4099 0.30
H 4.9939 3.6469 1.8824 0.42
H 4.4874 -1.1219 -0.8547 0.65
O 0.3401 -5.4613 -1.3800 -0.65
C -3.8690 2.3673 0.8329 -0.34
C 3.5436 -3.6125 -0.2284 -1.41
H -7.0116 2.6558 -1.0738 0.31
N -0.1432 1.4711 -0.7253 1.81
N -5.0541 2.5535 0.2397 -0.71
C 1.7350 -1.0349 -0.6727 -0.12
H 1.8233 0.4921 4.1423 0.21
C 1.8254 1.5766 4.2522 -1.08
H 2.2684 1.1690 -4.5193 0.42
N -3.1348 0.6727 -0.6836 0.89
O -0.9439 -0.9483 1.1634 -0.78
C 4.0270 -0.6181 -1.6917 -0.81
C -5.2553 -4.4195 0.9788 -1.17
C 4.7971 -0.1308 -2.7258 -0.76
C -1.4539 3.0647 -1.9286 -1.20
Si 1.8860 -2.8907 -0.7988 -0.09
Sb 1.6692 -0.2466 1.3434 0.08
H 5.8739 -0.2567 -2.7111 0.41
Si 2.8701 3.0871 0.8304 0.18
C 2.6261 -0.4629 -1.6973 0.03
C 1.9975 -3.4313 -2.6512 -1.52
H -1.7648 2.1883 2.6893 -0.29
H 1.1191 -3.1113 -3.2167 0.24
H 3.7710 -3.3698 0.8096 0.34
H 0.3092 -4.9985 1.2580 0.31
N -3.0026 -2.1687 -0.7765 0.94
H 3.0309 2.6088 -1.5971 0.21
C 2.5772 4.9434 0.5437 -1.32
H -1.9940 1.3561 0.9037 0.33
H -4.6547 -5.3018 1.2113 0.33
H 3.9817 -0.1075 2.8862 0.58
H -5.1862 -3.9962 -1.9546 0.35
C 0.6450 4.2171 3.4583 -1.10
H 2.0988 5.4628 1.3755 0.31
C -5.2584 1.7770 -0.8130 0.28
C 1.3081 2.0594 1.1914 2.72
H -6.1937 -4.7512 0.5405 0.39
C 2.7987 0.6580 -3.7188 -0.57
H -1.2531 1.8931 4.3458 0.60
H 4.0053 -1.4946 1.7732 0.32
H -3.6559 2.9761 1.7033 0.51
H -1.9352 -2.2581 1.4607 -0.45
Si 0.7080 2.3879 2.9731 0.56
H -4.5621 0.2346 -2.1205 0.43
H 4.3298 -3.2175 -0.8776 0.33
C -2.9321 1.4630 0.3838 -0.66
H -5.4829 -3.8890 1.9085 0.31
H 4.7344 0.9391 -4.6091 0.38
H -0.0612 4.7945 2.8579 0.32
H 0.3051 4.2641 4.4974 0.46
N 2.0383 0.1827 -2.7351 -0.07
H 3.5385 -4.7005 -0.3257 0.45
H 4.4789 2.0602 2.4713 0.30
H -1.0397 0.6301 3.0925 0.03
C -0.9810 1.7868 -1.7287 -0.21
C -0.2172 3.7138 0.0158 -0.37
C 3.8448 -0.4195 1.8482 -1.63
H 2.8730 -3.0011 -3.1535 0.48
N -2.7550 -2.9343 1.3875 0.05
H 4.0947 1.5479 -0.6784 -0.28
H -1.4537 5.0464 -1.1041 0.39
H 3.5639 5.3919 0.3937 0.41
H -2.3743 -4.0511 -1.7997 0.13
H -1.4146 -3.6927 -3.1850 0.20
C -4.3215 0.8358 -1.2559 -0.90
H -1.6666 -5.4084 -2.7948 0.45
C 4.1338 3.0619 2.2213 -1.13
N -6.4944 1.8827 -1.4721 -0.59
C 3.7116 2.5622 -0.7437 -0.48
```